[1]
Here is a molecular structure, C2H8N3O2 from OMol25. Energies are from ωB97M-V with the def2-TZVPD basis set.

```
15
Properties=species:S:1:pos:R:3:forces:R:3:lowdin_charge:R:1
N -1.196207 0.517503 2.677477 0.06 0.24 0.33 0.073
C -0.498198 0.220626 1.473025 -0.12 0.32 -0.14 -0.740
N -0.666781 1.073664 0.468932 0.02 -0.06 0.38 0.071
O 0.226640 -0.777919 1.465364 0.17 -0.36 0.00 -0.058
H -2.133820 0.869224 2.580579 -0.03 0.03 -0.16 0.054
H -1.136600 -0.234631 3.339072 0.02 -0.24 0.02 0.056
H -0.217773 0.872503 -0.740145 0.13 -0.36 -0.85 0.008
H -1.152755 1.910579 0.746446 -0.17 0.09 -0.04 0.044
N 1.577477 -1.184163 -1.589634 0.12 0.13 -0.10 -0.014
C 0.363893 -0.605118 -2.189019 0.02 -0.18 -0.02 -0.488
O 0.093811 0.696324 -1.871635 0.07 0.56 0.35 -0.235
H 1.424887 -1.209675 -0.587727 -0.09 -0.01 0.24 0.018
H 2.318520 -0.497893 -1.716636 -0.04 -0.03 -0.05 0.043
H 0.468826 -0.702133 -3.279939 0.03 0.02 -0.06 0.078
H -0.448238 -1.282220 -1.895468 -0.19 -0.16 0.10 0.089
```
Positions in Å, forces in eV/Å.

The calculation puts the relative energy (zero: lowest compared OMol25 entry of this formula, charge and spin) at 78.1 kJ/mol. The total charge is -1. As for the molar mass: 106.10 g/mol.



[2]
Here is a molecular structure, C5H11N from OMol25. Energies are from ωB97M-V with the def2-TZVPD basis set.

```
17
Properties=species:S:1:pos:R:3:forces:R:3:lowdin_charge:R:1
C -1.540026 0.054452 -0.295082 -0.58 3.16 -0.19 -0.573
C -0.356162 0.947826 -0.001917 0.22 1.46 -1.13 -0.282
C 0.961210 0.177000 0.145914 -0.82 -0.11 1.40 -0.417
C 1.425205 -0.282293 1.341311 0.96 0.54 -2.53 -0.011
C 1.607880 -0.164469 -1.166747 1.93 -0.58 0.91 -0.216
N -1.947425 -0.484877 1.116579 2.63 -1.45 -3.09 -0.051
H -1.220812 -0.674761 -1.092461 -0.78 0.34 0.43 0.050
H -2.365461 0.700598 -0.615143 0.03 -0.24 -0.61 0.035
H -0.696971 1.584680 0.845030 0.76 -0.58 -0.28 0.101
H -0.271179 1.688006 -0.893393 0.25 -1.07 1.10 0.083
H 2.457585 -0.700103 1.321822 -1.00 -0.08 0.35 0.043
H 0.852204 -0.220149 2.231738 -0.22 0.28 0.70 0.030
H 1.675473 0.748335 -1.791904 0.15 -0.60 0.06 0.043
H 2.681001 -0.608422 -0.889824 -2.10 0.82 -1.07 0.091
H 0.986123 -0.938430 -1.676622 0.62 0.52 0.14 0.032
H -2.932890 -0.692378 1.011050 -0.20 -0.74 -0.31 -0.021
H -1.315747 -1.135009 0.409643 -1.84 -1.67 4.11 0.063
```
Positions in Å, forces in eV/Å.

The calculation puts the relative energy (zero: lowest compared OMol25 entry of this formula, charge and spin) at 302.3 kJ/mol. The total charge is -1. The spin multiplicity is 2. As for the molar mass: 85.15 g/mol.